# BH20O8

9 unconnected molecules or ions with the total composition BH20O8 in a non-equilibrium geometry (ωB97M-V/def2-TZVPD, the Open Molecules 2025 dataset).

Geometry as XYZ:
```
29
BH20O8 (ωB97M-V/def2-TZVPD)
B -6.552 9.239 4.090
H -5.674 8.992 3.514
H -6.501 8.739 5.044
H -6.753 10.295 4.181
H -7.389 8.781 3.586
O -7.160 10.736 7.571
H -6.954 10.268 6.762
H -7.581 11.545 7.280
O -4.152 6.576 5.087
H -3.854 6.981 5.901
H -4.760 7.213 4.711
O -5.769 8.208 0.291
H -4.940 8.607 0.029
H -5.968 8.604 1.140
O -5.913 12.021 1.338
H -6.329 11.559 2.066
H -5.008 12.148 1.621
O -2.211 9.682 1.903
H -2.979 9.655 2.473
H -1.860 10.566 2.015
O -8.314 6.355 5.964
H -7.944 7.040 5.407
H -7.976 6.547 6.838
O -9.932 9.867 1.096
H -9.592 10.038 0.217
H -9.211 9.432 1.552
O -7.991 5.011 1.054
H -7.156 5.393 1.325
H -8.401 5.688 0.515
```

## Properties
* ΔE to the lowest compared entry with this formula, charge and spin: 162.0 kJ/mol
* DFT total energy: -638.73540 Ha
* frontier orbital gap: 9.18 eV
* total charge: -1
* strongest force on any atom: 4.54 eV/A
* highest occupied orbital energy: -6.55 eV


# C20H26N2O2

C20H26N2O2 in the gas phase (ωB97M-V/def2-TZVPD, the Open Molecules 2025 dataset).

Geometry as XYZ:
```
50
C20H26N2O2 (ωB97M-V/def2-TZVPD)
C 2.699 2.694 0.053
N 2.994 1.397 -0.519
C 3.359 1.518 -1.914
C 4.002 0.677 0.249
C 3.820 -0.840 0.143
C 2.645 -1.328 0.994
N 1.425 -0.634 0.673
C 0.811 0.202 1.537
O 1.162 0.342 2.691
C -0.393 0.915 0.942
C -1.616 -0.018 0.954
C -2.908 0.653 0.548
C -2.967 1.869 -0.117
C -4.187 2.411 -0.491
C -5.364 1.743 -0.209
C -5.317 0.527 0.453
C -4.100 -0.010 0.826
C -1.375 -1.206 0.051
C -1.377 -1.067 -1.329
C -1.111 -2.140 -2.161
C -0.836 -3.379 -1.612
C -0.839 -3.542 -0.239
C -1.112 -2.466 0.597
O -1.132 -2.606 1.950
H 3.572 3.366 0.064
H 2.344 2.563 1.074
H 1.910 3.168 -0.530
H 2.532 1.969 -2.462
H 4.258 2.138 -2.065
H 3.550 0.531 -2.333
H 5.019 0.952 -0.075
H 3.898 0.958 1.299
H 4.729 -1.337 0.485
H 3.652 -1.121 -0.898
H 2.837 -1.140 2.053
H 2.504 -2.405 0.845
H 1.162 -0.610 -0.299
H -0.156 1.230 -0.075
H -0.607 1.789 1.558
H -1.734 -0.394 1.975
H -2.063 2.412 -0.348
H -4.214 3.361 -1.005
H -6.314 2.168 -0.501
H -6.232 -0.002 0.679
H -4.065 -0.958 1.342
H -1.598 -0.098 -1.754
H -1.119 -2.009 -3.233
H -0.622 -4.224 -2.250
H -0.630 -4.512 0.194
H -0.896 -3.509 2.191
```

## Properties
* ΔE to the lowest compared entry with this formula, charge and spin: 106.5 kJ/mol
* DFT total energy: -1037.71704 Ha
* SMILES: CN(C)CCCNC(=O)C[C@@H](c1ccccc1)c1ccccc1O
* frontier orbital gap: 8.87 eV
* strongest force on any atom: 0.62 eV/A
* highest occupied orbital energy: -8.20 eV


# C17H13FIrNS

A molecular structure, C17H13FIrNS in a non-equilibrium geometry (ωB97M-V/def2-TZVPD, the Open Molecules 2025 dataset).

Geometry as XYZ:
```
34
C17H13FIrNS (ωB97M-V/def2-TZVPD)
Ir 0.608 0.254 -1.179
C 5.061 -0.060 -1.848
C 5.558 -0.054 -0.553
C 4.679 -0.111 0.513
C 3.303 -0.165 0.275
N 2.848 -0.203 -0.994
C 3.688 -0.149 -2.019
C 2.277 -0.144 1.323
C 2.571 -0.099 2.688
C 1.553 -0.053 3.625
C 0.220 -0.074 3.225
C -0.088 -0.136 1.877
C 0.917 -0.135 0.915
H 5.715 -0.007 -2.703
H 6.621 0.018 -0.378
H 5.061 -0.093 1.520
H 3.258 -0.174 -3.013
H 3.594 -0.106 3.031
H 1.795 -0.003 4.677
H -0.568 -0.044 3.964
H -1.128 -0.177 1.574
F 0.672 2.214 -1.612
S -1.799 0.079 -1.376
C -3.523 -0.084 -1.288
C -4.261 0.084 -2.468
C -5.637 0.112 -2.413
C -6.285 -0.026 -1.188
C -5.553 -0.200 -0.016
C -4.177 -0.249 -0.059
H -3.743 0.203 -3.406
H -6.203 0.255 -3.322
H -7.363 0.000 -1.149
H -6.062 -0.285 0.934
H -3.607 -0.384 0.846
```

## Properties
* multiplicity: 2
* ΔE to the lowest compared entry with this formula, charge and spin: 190.2 kJ/mol
* DFT total energy: -1312.39876 Ha
* frontier orbital gap (spin up / spin down): 6.73 / 6.10 eV
* total charge: +1
* strongest force on any atom: 3.38 eV/A
* highest occupied orbital energy (spin up / spin down): -11.98 / -12.09 eV
* expectation value of S²: 0.896


# C21H43BNO10

4 unconnected molecules or ions with the total composition C21H43BNO10 in a non-equilibrium geometry (ωB97M-V/def2-TZVPD, the Open Molecules 2025 dataset).

Geometry as XYZ:
```
76
C21H43BNO10 (ωB97M-V/def2-TZVPD)
C 0.071 -5.095 -1.210
C 0.523 -3.839 -1.371
C 0.252 -2.973 -2.580
C 0.820 -1.560 -2.494
C 2.332 -1.536 -2.198
N 2.565 -0.715 -0.946
C 1.219 -0.594 -0.264
C 0.220 -0.606 -1.412
B -1.252 -0.929 -0.883
O -1.249 -1.682 0.259
C -2.578 -0.460 -1.564
C -3.578 -1.620 -1.791
H 0.170 -5.875 -1.960
H -0.363 -5.391 -0.259
H 1.103 -3.406 -0.556
H -0.823 -2.917 -2.752
H 0.671 -3.445 -3.481
H 0.691 -1.008 -3.425
H 2.697 -2.533 -1.940
H 2.986 -1.215 -3.005
H 2.959 0.209 -1.123
H 3.239 -1.199 -0.354
H 1.149 -1.445 0.413
H 1.159 0.290 0.370
H 0.304 0.399 -1.842
H -2.015 -2.262 0.324
H -2.393 0.069 -2.500
H -3.048 0.256 -0.879
H -4.201 -1.772 -0.907
H -4.252 -1.408 -2.618
H -3.083 -2.573 -1.992
C -3.057 5.286 3.496
C -2.809 4.298 4.614
O -3.097 2.942 4.210
C -2.187 2.364 3.446
O -1.141 2.838 3.076
O -2.616 1.132 3.137
C -1.740 0.427 2.267
H -4.075 5.187 3.119
H -2.916 6.302 3.862
H -2.369 5.119 2.668
H -3.483 4.483 5.447
H -1.787 4.355 4.985
H -0.724 0.397 2.660
H -1.732 0.906 1.285
H -2.118 -0.582 2.174
C 1.688 -1.692 3.803
C 3.092 -1.689 3.238
O 3.951 -2.624 3.892
C 3.774 -3.896 3.516
O 3.009 -4.269 2.659
O 4.586 -4.659 4.228
C 4.468 -6.068 3.980
H 1.706 -1.502 4.875
H 1.098 -0.918 3.311
H 1.195 -2.651 3.643
H 3.558 -0.716 3.389
H 3.091 -1.902 2.164
H 4.577 -6.281 2.919
H 3.506 -6.432 4.335
H 5.271 -6.533 4.541
C -1.866 4.489 -2.027
C -0.485 3.900 -2.206
O -0.314 3.267 -3.486
C -0.133 4.105 -4.516
O -0.074 5.302 -4.444
O -0.020 3.376 -5.624
C 0.114 4.148 -6.827
H -2.630 3.732 -2.210
H -1.981 4.867 -1.011
H -2.030 5.310 -2.722
H -0.322 3.099 -1.484
H 0.289 4.653 -2.053
H 0.936 4.855 -6.741
H -0.812 4.681 -7.036
H 0.316 3.432 -7.617
```

## Properties
* ΔE to the lowest compared entry with this formula, charge and spin: 0.0 kJ/mol
* DFT total energy: -1657.77052 Ha
* frontier orbital gap: 8.61 eV
* total charge: +1
* strongest force on any atom: 1.54 eV/A
* highest occupied orbital energy: -11.57 eV


# C3H4N2O

A molecular structure, C3H4N2O in a non-equilibrium geometry (ωB97M-V/def2-TZVPD, the Open Molecules 2025 dataset).

Geometry as XYZ:
```
10
C3H4N2O (ωB97M-V/def2-TZVPD)
N 1.790 -0.188 -0.361
C 0.499 -0.319 0.094
C -0.500 0.552 -0.340
C -1.690 0.129 0.259
N -1.687 -0.886 1.056
O 0.089 -1.241 0.913
H 2.564 -0.672 0.067
H 2.012 0.705 -0.785
H -0.387 1.365 -1.038
H -2.689 0.555 0.136
```

## Properties
* ΔE to the lowest compared entry with this formula, charge and spin: 262.6 kJ/mol
* DFT total energy: -301.38722 Ha
* frontier orbital gap: 8.79 eV
* strongest force on any atom: 2.67 eV/A
* highest occupied orbital energy: -8.47 eV


# C11H11FN2

C11H11FN2 in the gas phase in a non-equilibrium geometry (ωB97M-V/def2-TZVPD, the Open Molecules 2025 dataset).

Geometry as XYZ:
```
25
C11H11FN2 (ωB97M-V/def2-TZVPD)
C 3.009 2.261 -0.418
C 3.443 1.164 -0.544
C 3.793 -0.282 -0.743
N 3.385 -0.851 0.590
N 2.086 -1.056 0.941
C 1.210 -1.098 -0.056
C -0.264 -1.528 0.224
C -1.211 -0.452 0.040
C -1.042 0.866 0.518
C -1.885 1.930 0.477
C -3.242 1.660 0.025
C -3.587 0.376 -0.174
C -2.588 -0.589 -0.178
F -3.207 -1.758 -0.581
H 2.442 3.159 -0.307
H 3.037 -0.657 -1.676
H 4.866 -0.412 -0.933
H 3.929 -0.422 1.485
H 1.469 -0.780 -1.104
H -0.237 -2.036 1.177
H -0.492 -2.328 -0.427
H -0.062 1.224 1.053
H -1.598 2.960 0.753
H -4.021 2.417 -0.085
H -4.565 0.190 -0.447
```

## Properties
* ΔE to the lowest compared entry with this formula, charge and spin: 532.2 kJ/mol
* DFT total energy: -634.93741 Ha
* SMILES: C#CCN/N=C/Cc1ccccc1F
* frontier orbital gap: 9.32 eV
* strongest force on any atom: 4.70 eV/A
* highest occupied orbital energy: -8.47 eV


# C9H12N2O

2 unconnected molecules or ions with the total composition C9H12N2O in a non-equilibrium geometry (ωB97M-V/def2-TZVPD, the Open Molecules 2025 dataset).

Geometry as XYZ:
```
24
C9H12N2O (ωB97M-V/def2-TZVPD)
C 0.124 -2.335 1.218
C 0.613 -1.814 0.253
C 1.408 -1.369 -0.883
N 1.293 -0.074 -1.603
C 2.396 -0.297 -0.666
C 2.489 0.514 0.608
H -0.220 -2.859 2.088
H 1.625 -2.154 -1.605
H 0.558 0.494 -1.205
H 3.339 -0.461 -1.161
H 2.722 1.570 0.395
H 3.293 0.113 1.237
H 1.542 0.468 1.177
C -0.039 2.471 -0.501
C -0.916 1.883 0.102
C -1.964 1.111 0.774
N -2.892 0.477 -0.147
C -2.944 -0.887 -0.250
O -3.411 -1.456 -1.230
H 0.715 2.944 -1.099
H -1.503 0.355 1.415
H -2.528 1.769 1.456
H -3.087 0.959 -1.016
H -2.615 -1.423 0.643
```

## Properties
* ΔE to the lowest compared entry with this formula, charge and spin: 519.6 kJ/mol
* DFT total energy: -534.71346 Ha
* SMILES: C#C[C@H]1N[C@H]1C.C#CCNC=O
* frontier orbital gap: 10.12 eV
* strongest force on any atom: 1.93 eV/A
* highest occupied orbital energy: -9.33 eV


Repeat the third record exactly.
# C17H13FIrNS

A molecular structure, C17H13FIrNS in a non-equilibrium geometry (ωB97M-V/def2-TZVPD, the Open Molecules 2025 dataset).

Geometry as XYZ:
```
34
C17H13FIrNS (ωB97M-V/def2-TZVPD)
Ir 0.608 0.254 -1.179
C 5.061 -0.060 -1.848
C 5.558 -0.054 -0.553
C 4.679 -0.111 0.513
C 3.303 -0.165 0.275
N 2.848 -0.203 -0.994
C 3.688 -0.149 -2.019
C 2.277 -0.144 1.323
C 2.571 -0.099 2.688
C 1.553 -0.053 3.625
C 0.220 -0.074 3.225
C -0.088 -0.136 1.877
C 0.917 -0.135 0.915
H 5.715 -0.007 -2.703
H 6.621 0.018 -0.378
H 5.061 -0.093 1.520
H 3.258 -0.174 -3.013
H 3.594 -0.106 3.031
H 1.795 -0.003 4.677
H -0.568 -0.044 3.964
H -1.128 -0.177 1.574
F 0.672 2.214 -1.612
S -1.799 0.079 -1.376
C -3.523 -0.084 -1.288
C -4.261 0.084 -2.468
C -5.637 0.112 -2.413
C -6.285 -0.026 -1.188
C -5.553 -0.200 -0.016
C -4.177 -0.249 -0.059
H -3.743 0.203 -3.406
H -6.203 0.255 -3.322
H -7.363 0.000 -1.149
H -6.062 -0.285 0.934
H -3.607 -0.384 0.846
```

## Properties
* multiplicity: 2
* ΔE to the lowest compared entry with this formula, charge and spin: 190.2 kJ/mol
* DFT total energy: -1312.39876 Ha
* frontier orbital gap (spin up / spin down): 6.73 / 6.10 eV
* total charge: +1
* strongest force on any atom: 3.38 eV/A
* highest occupied orbital energy (spin up / spin down): -11.98 / -12.09 eV
* expectation value of S²: 0.896


Which of these has the highest DFT total energy? C3H4N2O


The lowest ΔE to the lowest compared entry with this formula, charge and spin belongs to which entry? C21H43BNO10


Among the records above, which one has the lowest DFT total energy? C21H43BNO10